{"formula": "C23H21N3RuS5", "method": "ωB97M-V with the def2-TZVPD basis set", "homo_lumo_gap_ev": [7.38, 6.32], "spin_multiplicity": 2, "e_tot_ev": -85414.74192, "molar_mass_g_mol": 600.85, "e_lumo_ev": [-3.08, -4.07], "charge": 1, "species": ["Ru", "S", "C", "C", "C", "C", "C", "C", "S", "C", "C", "C", "C", "C", "C", "C", "S", "C", "C", "C", "C", "C", "C", "S", "N", "H", "H", "H", "H", "H", "H", "H", "H", "H", "H", "H", "H", "H", "H", "H", "C", "N", "C", "C", "N", "C", "S", "H", "H", "H", "H", "H", "H"], "coordinates": [[-0.589, 0.782, -0.066], [-0.655, 1.887, 1.867], [-0.924, 3.568, 1.396], [-1.443, 4.489, 2.298], [-1.683, 5.793, 1.890], [-1.412, 6.195, 0.589], [-0.877, 5.288, -0.315], [-0.637, 3.989, 0.101], [0.144, 2.815, -0.982], [1.796, 2.828, -0.199], [2.404, 1.459, -0.165], [3.782, 1.328, -0.120], [4.336, 0.062, -0.147], [3.496, -1.028, -0.285], [2.125, -0.831, -0.322], [1.210, -1.993, -0.522], [-0.228, -1.617, -1.579], [-1.476, -2.204, -0.492], [-2.270, -3.267, -0.681], [-3.489, -3.516, 0.052], [-4.409, -2.575, 0.387], [-4.333, -1.168, 0.085], [-3.203, -0.447, 0.111], [-2.776, 1.085, -0.599], [1.587, 0.393, -0.197], [-1.677, 4.178, 3.308], [-2.100, 6.500, 2.594], [-1.615, 7.210, 0.278], [-0.651, 5.584, -1.332], [1.663, 3.214, 0.812], [2.442, 3.510, -0.749], [4.404, 2.211, -0.082], [5.409, -0.070, -0.110], [3.892, -2.028, -0.394], [0.848, -2.377, 0.445], [1.754, -2.813, -0.991], [-2.013, -3.959, -1.476], [-3.772, -4.554, 0.180], [-5.360, -2.939, 0.758], [-5.237, -0.684, -0.272], [-1.340, -3.360, 3.678], [0.098, -3.206, 3.780], [0.790, -3.329, 4.974], [2.091, -3.148, 4.682], [2.131, -2.911, 3.320], [0.908, -2.950, 2.726], [-1.733, -1.110, 0.881], [-1.655, -4.306, 4.117], [-1.613, -3.349, 2.628], [-1.848, -2.543, 4.190], [0.303, -3.533, 5.911], [2.965, -3.162, 5.308], [2.977, -2.761, 2.801]]}